The following is a quantum chemistry calculation of a structure of composition C17H17IrN5O in a non-equilibrium geometry, from the OMol25 dataset.

Last column: Löwdin spin population.
Positions of all 41 atoms, in Å:
Ir: 0.3073 0.1617 0.0370  1.171
C: -0.7040 1.1185 2.2818  0.037
N: 0.4871 0.3075 2.0133  0.122
C: 0.4726 -1.1274 2.3481  0.096
C: 1.0844 -1.9488 1.2440  0.306
N: 1.1961 -1.6085 -0.0501  0.096
C: 1.7287 -2.6866 -0.6966  0.024
C: 2.0478 -2.8683 -2.0572  0.154
C: 2.5870 -4.1020 -2.4499  0.037
C: 2.8085 -5.1213 -1.5329  0.106
C: 2.5019 -4.9571 -0.1612  0.113
C: 1.9655 -3.7303 0.2201  -0.007
N: 1.5552 -3.2398 1.4425  0.065
C: -1.0181 2.0445 1.1271  0.014
N: -0.6489 1.8936 -0.1272  0.029
C: -1.2272 2.9268 -0.8233  0.010
C: -1.1703 3.2333 -2.1806  0.005
C: -1.8651 4.3454 -2.6269  0.001
C: -2.6029 5.1429 -1.7424  0.001
C: -2.6678 4.8547 -0.3872  0.001
C: -1.9662 3.7362 0.0452  0.002
N: -1.8085 3.1565 1.2856  0.002
H: -0.5655 1.7048 3.2107  0.002
H: -1.5786 0.4833 2.4277  0.018
H: 1.3868 0.7817 2.1235  0.008
H: -0.5588 -1.4768 2.4977  0.038
H: 1.0139 -1.3029 3.2962  0.011
H: 1.8699 -2.0715 -2.7672  0.015
H: 2.8340 -4.2616 -3.4931  -0.001
H: 3.2250 -6.0619 -1.8761  0.007
H: 2.6726 -5.7521 0.5541  0.009
H: 1.5729 -3.7361 2.3114  0.001
H: -0.5993 2.6074 -2.8531  0.004
H: -1.8362 4.5977 -3.6783  0.000
H: -3.1364 6.0041 -2.1241  0.000
H: -3.2398 5.4720 0.2927  0.000
H: -2.2179 3.4731 2.1451  0.000
C: -1.5650 -0.8080 0.2579  0.643
H: -2.5442 -0.3037 0.2993  0.059
H: -1.7072 -1.8915 0.3384  0.056
O: 1.9108 1.0106 -0.1716  0.744

Its expectation value of S² is 6.050. The multiplicity is 5. For the HOMO energy (alpha / beta), the calculation gives -0.06 / -2.90 eV. The net charge is -1. As for the LUMO energy (alpha / beta): 2.448 / 2.439 eV.



The following is a quantum chemistry calculation of the ion C5H12NO with charge -1 in a non-equilibrium geometry, from the OMol25 dataset.

Last column: natural (NBO) charge in e.
Positions of all 19 atoms, in Å:
C: 0.8125 0.1155 2.5832  -0.613
C: -0.0815 1.0041 1.7313  -0.407
C: 0.3824 1.0107 0.2094  -0.394
C: -0.4090 0.0117 -0.5961  -0.238
N: 0.0788 -0.1205 -1.9569  -0.682
C: -0.7302 -1.1715 -2.7395  0.158
O: -0.0146 -1.8954 -3.5712  -0.931
H: 1.8805 0.1508 2.3505  0.193
H: 0.6972 0.3130 3.6485  0.195
H: 0.5870 -0.9311 2.3910  0.208
H: -1.0218 0.4417 1.6729  0.201
H: -0.2036 2.0249 2.0813  0.191
H: 1.3832 0.5970 0.3741  0.181
H: 0.3544 1.9791 -0.2794  0.208
H: -0.5659 -0.9859 -0.1604  0.149
H: -1.4535 0.3309 -0.6902  0.165
H: 1.0165 -0.5194 -1.9006  0.335
H: -1.5180 -0.5404 -3.2149  0.056
H: -1.1942 -1.8153 -1.9331  0.026

The multiplicity is 1. For the HOMO energy, the calculation gives -2.29 eV. The net charge is -1. As for the LUMO energy: 3.524 eV.



The following is a quantum chemistry calculation of a structure of composition C18H34AsBCl4NO3PtSi3 in a non-equilibrium geometry, from the OMol25 dataset.

Last column: Löwdin spin population.
Positions of all 66 atoms, in Å:
Pt: -14.8995 -9.5969 -1.5191  1.201
Cl: -13.5131 -12.9569 -7.1716  0.001
C: -13.2004 -12.0513 -5.6810  0.007
C: -13.5856 -12.3980 -4.3694  0.002
C: -13.5409 -11.4523 -3.3519  0.017
Cl: -13.9237 -11.9395 -1.7109  0.072
C: -13.1226 -10.0837 -3.5637  0.029
O: -13.1840 -9.1786 -2.6120  0.087
C: -12.6385 -9.8497 -4.8879  0.008
Cl: -11.9199 -8.3402 -5.1367  0.003
C: -12.6566 -10.7755 -5.9243  0.003
H: -13.9418 -13.4510 -4.1976  0.000
H: -12.4224 -10.4549 -6.9318  0.000
Cl: -18.7868 -9.7543 -3.8654  0.002
C: -18.3312 -10.7562 -2.4215  0.002
C: -18.0701 -9.9674 -1.1402  0.015
O: -18.8714 -9.1555 -0.6718  0.026
O: -16.8671 -10.1323 -0.6119  0.076
H: -17.4512 -11.3552 -2.7189  0.001
H: -19.2053 -11.3711 -2.2874  0.000
B: -16.9831 -5.4776 -1.7014  0.001
C: -16.1754 -6.8006 -1.6793  0.018
N: -15.7339 -7.8925 -1.6754  0.107
H: -17.5485 -5.2437 -2.8035  0.001
H: -16.2527 -4.5317 -1.5214  0.000
H: -17.8277 -5.5534 -0.8164  0.000
C: -14.3653 -11.0205 4.0929  0.018
Si: -14.0436 -11.3546 2.3219  0.035
C: -14.9815 -12.8404 1.6406  0.000
C: -12.2663 -11.7991 2.1287  0.001
As: -14.8162 -9.4221 1.0409  0.195
Si: -13.4276 -7.6127 1.5190  0.026
C: -12.3533 -7.9391 3.0204  0.011
C: -12.2759 -7.3194 0.0781  0.000
C: -14.4661 -6.0711 1.7815  0.002
Si: -17.1219 -8.9912 2.1574  0.013
C: -18.2136 -10.5531 2.1805  0.000
C: -18.3083 -7.5814 1.8204  -0.001
C: -16.7174 -8.6027 3.9962  0.011
H: -14.0317 -11.8672 4.7141  0.003
H: -15.4366 -10.8611 4.1200  0.001
H: -13.8822 -10.1313 4.5874  0.000
H: -14.8221 -13.0439 0.5485  0.000
H: -16.0428 -12.8214 1.8821  0.000
H: -14.6115 -13.7620 2.1676  0.000
H: -12.1437 -12.9177 2.1023  0.000
H: -11.6815 -11.3224 2.8956  0.000
H: -11.9772 -11.3836 1.1543  0.000
H: -11.7037 -8.7687 2.9289  0.000
H: -12.9439 -8.0680 3.9472  0.000
H: -11.7608 -7.0193 3.1240  0.002
H: -12.3832 -8.0580 -0.7233  -0.001
H: -11.1816 -7.4095 0.3461  0.000
H: -12.3953 -6.3112 -0.3555  0.000
H: -15.0761 -6.2351 2.6520  0.000
H: -15.1623 -5.9109 0.9584  0.000
H: -13.8428 -5.1796 1.9688  0.000
H: -18.0317 -10.9183 1.1303  0.000
H: -19.2492 -10.2583 2.3074  0.000
H: -17.9641 -11.2525 2.9828  0.000
H: -19.1651 -7.8982 1.2627  0.000
H: -17.9046 -6.7763 1.0908  0.000
H: -18.5548 -7.0097 2.7233  0.000
H: -15.6770 -8.3697 4.1962  0.002
H: -16.9321 -9.4850 4.6319  0.000
H: -17.2976 -7.7545 4.2817  0.001

Its expectation value of S² is 2.008. The multiplicity is 3. For the HOMO energy (alpha / beta), the calculation gives -4.36 / -5.57 eV. The net charge is -1. As for the LUMO energy (alpha / beta): 2.266 / 1.448 eV.



The following is a quantum chemistry calculation of a cluster of 8 separate species, C24H53F3N11O9S in total, from the OMol25 dataset.

Last column: Mulliken charge in e.
Positions of all 101 atoms, in Å:
N: 1.5484 -0.0170 3.9420  -0.052
C: 2.1125 1.1869 3.7265  -0.114
N: 3.2418 1.5183 3.1222  -0.146
C: 3.3262 2.8341 3.1499  -0.226
N: 2.2714 3.3712 3.7429  -0.192
N: 1.4815 2.3404 4.1199  0.288
S: -0.0170 2.6096 4.9352  1.221
O: -0.1279 4.0214 4.8668  -0.652
O: -0.0233 1.8217 6.1019  -0.549
C: -1.1770 1.8090 3.6578  0.775
F: -2.0125 2.7344 3.2078  -0.201
F: -1.8207 0.8245 4.2612  -0.208
F: -0.4450 1.3514 2.6442  -0.215
H: 1.6705 -0.4966 4.8174  0.234
H: 1.0498 -0.5052 3.1931  0.292
H: 4.1346 3.4241 2.7435  0.526
H: 2.0146 4.3312 3.9403  0.239
C: 0.1114 -2.6582 -0.1029  -1.116
C: 0.5729 -2.8115 1.3253  0.696
O: 1.0836 -1.8681 1.9353  -0.740
N: 0.4237 -4.0104 1.9153  -0.154
C: -0.1419 -5.2220 1.3483  -0.885
H: 0.3091 -1.6392 -0.4194  -0.008
H: 0.6422 -3.3437 -0.7633  0.447
H: -0.9562 -2.8580 -0.1959  0.415
H: 0.7613 -4.0504 2.8646  0.247
H: -1.0087 -5.5510 1.9210  0.298
H: 0.5927 -6.0268 1.3402  0.299
H: -0.4576 -5.0382 0.3273  0.339
C: 7.9727 -0.0283 1.3634  -1.457
C: 6.5693 0.4083 1.7146  0.900
O: 5.9298 1.1697 0.9988  -0.674
N: 6.0347 -0.0609 2.8669  0.100
C: 6.6224 -0.9135 3.8830  -0.779
H: 8.2412 0.4400 0.4219  0.302
H: 8.6830 0.2774 2.1321  0.377
H: 8.0337 -1.1117 1.2565  0.382
H: 5.0980 0.2795 3.0094  0.216
H: 6.0621 -1.8467 3.9764  0.243
H: 6.6127 -0.4037 4.8470  0.255
H: 7.6443 -1.1601 3.6108  0.347
C: -5.0218 2.3078 -0.9043  -1.410
C: -3.8759 1.8762 -1.7904  0.849
O: -3.9504 1.9217 -3.0031  -0.634
N: -2.7483 1.4071 -1.1790  0.065
C: -2.4880 1.2589 0.2301  -0.851
H: -5.8341 2.6289 -1.5470  0.284
H: -5.3823 1.4807 -0.2915  0.409
H: -4.7269 3.1281 -0.2470  0.447
H: -2.0297 1.1140 -1.8237  -0.021
H: -1.6152 1.8452 0.5303  0.232
H: -2.2915 0.2107 0.4712  0.247
H: -3.3436 1.5912 0.8105  0.358
C: 6.5930 0.2096 9.2140  -1.381
C: 7.2689 0.2925 7.8649  0.834
O: 6.6513 0.6068 6.8550  -0.682
N: 8.5909 0.0092 7.8098  -0.146
C: 9.4740 -0.3756 8.8940  -0.850
H: 5.5476 0.4672 9.0788  0.273
H: 6.6642 -0.7950 9.6313  0.393
H: 7.0430 0.9038 9.9239  0.390
H: 8.9873 0.0909 6.8864  0.218
H: 10.2835 0.3446 9.0154  0.297
H: 9.9132 -1.3571 8.7137  0.296
H: 8.9181 -0.4194 9.8244  0.316
C: -5.9042 -0.6164 -3.2223  -1.174
C: -7.3071 -0.1307 -2.9419  0.726
O: -7.5880 0.4122 -1.8811  -0.671
N: -8.2394 -0.3140 -3.9057  -0.111
C: -8.0719 -0.9321 -5.2089  -0.787
H: -5.3110 -0.3788 -2.3462  0.099
H: -5.8747 -1.6937 -3.3905  0.456
H: -5.4643 -0.1134 -4.0821  0.387
H: -9.1522 0.0319 -3.6544  0.239
H: -8.3081 -0.2382 -6.0139  0.241
H: -8.7192 -1.8026 -5.3144  0.272
H: -7.0473 -1.2572 -5.3424  0.302
C: 0.5367 0.9939 -3.8375  -1.577
C: 1.0926 0.1113 -2.7403  0.863
O: 0.5940 -0.9621 -2.4468  -0.619
N: 2.1831 0.5765 -2.0672  -0.079
C: 2.9075 1.8124 -2.2754  -0.881
H: -0.3141 0.4951 -4.2902  0.318
H: 0.2104 1.9491 -3.4220  0.432
H: 1.2881 1.1977 -4.6001  0.469
H: 2.5164 -0.0537 -1.3542  0.190
H: 3.9464 1.6242 -2.5489  0.300
H: 2.9032 2.4329 -1.3770  0.237
H: 2.4460 2.3788 -3.0774  0.369
C: -7.0746 -2.4332 -10.3166  -1.352
C: -7.3374 -1.5008 -9.1548  0.798
O: -7.3341 -1.8985 -8.0017  -0.591
N: -7.5783 -0.1953 -9.4457  -0.118
C: -7.6226 0.4407 -10.7458  -0.856
H: -6.9037 -3.4245 -9.9098  0.296
H: -7.9254 -2.4667 -10.9977  0.365
H: -6.1971 -2.1214 -10.8837  0.369
H: -7.7417 0.3791 -8.6338  0.191
H: -6.8701 1.2265 -10.8284  0.287
H: -8.6007 0.8844 -10.9371  0.288
H: -7.4291 -0.2936 -11.5206  0.325

The multiplicity is 1. For the HOMO energy, the calculation gives -10.18 eV. The net charge is +1. As for the LUMO energy: -3.826 eV.



The following is a quantum chemistry calculation of a structure of composition C24H47CoOSi4 in a non-equilibrium geometry, from the OMol25 dataset.

Last column: Löwdin spin population.
Positions of all 77 atoms, in Å:
Co: 0.6862 -0.7588 -0.4718  2.488
C: 1.5183 -2.5377 0.2737  0.008
C: 0.0622 -2.6168 0.3592  0.004
C: -0.4023 -3.1949 -0.8804  0.054
H: -0.5083 -2.5173 1.2795  0.000
C: 0.7202 -3.4537 -1.7036  0.028
C: 1.8886 -3.0856 -1.0063  0.035
H: 2.9065 -3.2389 -1.3627  0.002
H: 2.1593 -2.3460 1.1321  0.004
H: -1.4414 -3.4262 -1.1082  0.004
H: 0.6886 -3.9139 -2.6906  0.002
C: 2.2652 0.6635 -0.4643  0.008
C: 3.0429 -0.5079 -0.8356  0.026
C: 3.0537 -0.6088 -2.2440  0.034
H: 3.6164 -1.1041 -0.1296  0.001
C: 2.3423 0.5007 -2.7750  0.026
C: 1.8854 1.3040 -1.7143  0.033
H: 1.4014 2.2781 -1.7848  0.001
H: 2.2975 1.1525 0.5002  0.002
H: 3.5467 -1.3787 -2.8377  0.002
H: 2.2575 0.7338 -3.8351  0.003
O: -0.2711 -0.6609 -1.9654  0.106
C: 0.0583 -0.7416 -5.0611  0.559
C: -1.1351 -0.5810 -4.2401  0.088
C: 0.5576 -2.0885 -5.3989  0.089
C: 0.5839 0.4055 -5.8384  0.084
C: -1.0266 0.0925 -2.8327  0.053
H: -1.6007 -1.5675 -4.0865  0.003
H: -1.8337 0.0626 -4.8050  0.026
H: -0.6229 1.1245 -2.9235  0.002
H: -2.0649 0.1665 -2.4276  0.003
H: 0.0131 -2.5141 -6.2648  0.037
H: 0.4626 -2.7889 -4.5551  0.008
H: 1.6195 -2.0520 -5.6878  0.007
H: 0.0948 0.4886 -6.8288  0.034
H: 1.6597 0.2834 -6.0424  0.007
H: 0.4396 1.3645 -5.3205  0.006
C: -3.7433 0.5911 1.0330  0.001
Si: -2.4621 -0.2644 2.1239  0.017
C: -2.7193 0.2679 3.9262  0.009
C: -2.8451 -2.1097 2.0457  0.000
Si: -0.3008 0.3258 1.3405  0.043
Si: -0.5655 2.6687 1.2074  0.016
C: -1.5330 3.4211 2.6546  0.008
C: 1.0972 3.5590 1.1525  0.000
C: -1.4692 3.0211 -0.4065  0.001
Si: 1.0414 -0.0016 3.2632  0.013
C: 0.6922 1.2996 4.5952  0.007
C: 0.6513 -1.7164 3.9513  0.000
C: 2.8834 0.0420 2.8552  0.000
H: -4.7355 0.2331 1.3497  0.000
H: -3.6131 0.3034 -0.0202  0.000
H: -3.7332 1.6874 1.0885  0.000
H: -3.7436 -0.0350 4.1946  0.002
H: -2.0336 -0.2298 4.6256  0.000
H: -2.6456 1.3517 4.0797  0.000
H: -2.7319 -2.5144 1.0320  0.000
H: -2.2240 -2.7144 2.7183  0.000
H: -3.8971 -2.2458 2.3422  0.000
H: -1.0678 3.2379 3.6320  0.000
H: -1.5434 4.5113 2.4962  0.002
H: -2.5768 3.0865 2.7079  0.000
H: 1.6497 3.3613 0.2250  0.000
H: 0.8905 4.6399 1.2010  0.000
H: 1.7520 3.3107 1.9978  0.000
H: -0.9348 2.6033 -1.2700  0.000
H: -2.4956 2.6366 -0.4244  0.000
H: -1.5121 4.1130 -0.5382  0.000
H: -0.3376 1.2738 4.9740  0.000
H: 1.3637 1.0903 5.4432  0.001
H: 0.8989 2.3242 4.2578  0.000
H: 0.9310 -2.5151 3.2510  0.000
H: 1.2570 -1.8438 4.8620  0.000
H: -0.4012 -1.8546 4.2303  0.000
H: 3.4408 -0.1663 3.7823  0.000
H: 3.2121 1.0210 2.4854  0.000
H: 3.1834 -0.7075 2.1120  0.000

Its expectation value of S² is 6.025. The multiplicity is 5. For the HOMO energy (alpha / beta), the calculation gives 0.50 / 0.00 eV. The net charge is -2. As for the LUMO energy (alpha / beta): 4.940 / 4.917 eV.